Entry from OMol25: a structure of composition C39H37AsN3O2RhS2Si at a distorted geometry (ωB97M-V/def2-TZVPD).

The geometry in XYZ format:
```
86
Properties=species:S:1:pos:R:3:lowdin_spin:R:1
Rh -0.49894 -0.19270 1.61951 0.772
S -1.15549 -2.59534 -1.68702 0.000
C 0.37468 -3.46246 -1.52034 0.000
C 0.55540 -4.55004 -2.37026 0.000
C 1.63833 -5.39926 -2.21546 0.000
C 2.54566 -5.16189 -1.19697 0.000
C 2.36227 -4.07900 -0.34835 0.000
C 1.28335 -3.20740 -0.48661 -0.001
As 1.18034 -1.64410 0.72243 0.006
C 2.58166 -0.51548 -0.04427 -0.001
C 3.60337 -0.99767 -0.85583 0.000
C 4.57879 -0.13727 -1.33705 0.000
C 4.54525 1.21136 -1.00665 0.000
C 3.53424 1.69522 -0.19065 0.000
C 2.55339 0.83577 0.28673 0.000
C 2.21935 -2.41392 2.19562 0.006
C 1.76936 -3.58351 2.80452 0.001
C 2.41009 -4.09144 3.92328 0.001
C 3.50761 -3.42749 4.45636 0.001
C 3.95583 -2.25819 3.86205 0.000
C 3.31450 -1.75271 2.73693 0.002
H -0.16931 -4.72517 -3.15510 0.000
H 1.77157 -6.23468 -2.89086 0.000
H 3.39710 -5.81538 -1.05464 0.000
H 3.07819 -3.91480 0.44604 0.000
H 3.63273 -2.04211 -1.13685 0.000
H 5.36198 -0.51991 -1.98003 0.000
H 5.29979 1.88428 -1.39485 0.000
H 3.49556 2.74626 0.06656 0.000
H 1.74631 1.21636 0.90416 0.001
H 0.90978 -4.10444 2.39865 0.000
H 2.04423 -4.99937 4.38665 0.000
H 4.00752 -3.81911 5.33344 0.000
H 4.80659 -1.73034 4.27499 0.000
H 3.67488 -0.83781 2.28350 0.000
C 1.68770 4.67504 -5.73685 0.000
O 1.55456 4.81799 -4.34051 0.000
C 0.28315 4.88979 -3.84439 0.000
C 0.15803 4.78800 -2.46016 0.000
C -1.08237 4.82752 -1.86147 0.000
C -2.24049 4.97880 -2.63909 0.000
C -2.09441 5.13597 -4.00979 0.000
C -0.85013 5.07606 -4.62495 0.000
N -3.58009 5.09777 -2.16884 0.000
N -3.94548 4.80686 -1.00777 0.001
C -3.34585 3.81783 -0.19690 0.001
C -3.37682 4.12099 1.16413 0.007
C -2.69805 3.33652 2.08558 0.002
C -2.01098 2.19689 1.66515 0.002
O -1.31119 1.45508 2.48439 0.014
C -2.11285 1.79215 0.29579 0.003
N -1.52114 0.58016 0.01356 0.093
C -1.90298 -0.07113 -1.21961 0.011
C -2.44300 0.85003 -2.27927 0.009
C -2.86666 2.07654 -1.99180 0.000
C -2.77148 2.59835 -0.63212 0.012
H 2.74597 4.51634 -5.92982 0.000
H 1.35990 5.57288 -6.26994 0.000
H 1.11907 3.81594 -6.10403 0.000
H 1.05302 4.65698 -1.86580 0.000
H -1.14537 4.74244 -0.78839 0.000
H -2.98918 5.30060 -4.59733 0.000
H -0.78408 5.18217 -5.69838 0.000
H -3.89893 5.02126 1.46285 0.000
H -2.67694 3.58600 3.13900 0.000
H -2.69175 -0.82069 -0.99423 0.005
H -2.52496 0.45528 -3.28592 0.001
H -3.31091 2.67407 -2.77480 0.000
S 0.59458 -0.27832 -2.42883 -0.002
C -0.73549 -0.89446 -1.76272 0.001
C -2.06813 -3.56328 1.93539 0.000
Si -2.30514 -2.14678 3.15696 0.001
C -2.86012 -2.99660 4.75757 -0.002
C -3.72149 -1.06567 2.56682 0.000
C -0.75024 -1.16929 3.41368 0.037
H -3.00303 -4.12027 1.82058 0.000
H -1.31104 -4.26945 2.28852 0.000
H -1.76974 -3.20087 0.95054 -0.001
H -3.75357 -3.60621 4.59337 0.000
H -3.09247 -2.26421 5.53503 0.000
H -2.07059 -3.64888 5.14092 0.000
H -4.68314 -1.57317 2.68600 0.000
H -3.59735 -0.79715 1.51493 0.000
H -3.75078 -0.13171 3.13334 0.000
H 0.07333 -1.81939 3.72104 0.011
H -0.89682 -0.38107 4.15887 0.007
```

Kohn-Sham gap (spin up / spin down), eV: 5.50 / 5.63
Molar mass, g/mol: 849.79
Net charge: -1
Spin multiplicity: 2
LUMO energy (spin up / spin down), eV: 2.05 / 2.05
Energy relative to the best compared isomer or geometry (same formula, charge and spin), kcal/mol: 33.0
Expectation value of S²: 0.756
DFT total energy, hartree: -5255.273059